Entry 1:
The ion C24H45BN2O10PS2 with charge -1 in a non-equilibrium geometry. Source: the OMol25 dataset; level of theory: ωB97M-V/def2-TZVPD.

Last column: Löwdin charge in e.
CARTESIAN COORDINATES (ANGSTROEM)
C: 7.738 2.019 1.389  -0.1146
C: 8.519 1.385 0.079  -0.2513
N: 7.655 0.378 -0.648  -0.2516
C: 8.452 -0.795 -1.185  -0.3059
C: 8.960 -1.800 0.049  -0.1261
C: 6.806 1.033 -1.740  -0.9272
S: 7.447 0.990 -3.331  0.5632
S: 5.151 1.846 -1.309  0.7930
C: 3.896 1.617 -2.682  -0.4725
C: 2.472 0.907 -2.175  -0.2459
C: 1.434 1.959 -1.465  -0.1432
C: 0.368 1.287 -0.416  -0.3370
P: 1.345 1.219 1.252  0.8529
O: 2.925 1.034 1.018  -0.4352
O: 0.864 -0.211 2.188  -0.2273
O: 1.196 2.708 2.192  -0.2113
O: -0.775 2.218 -0.136  -0.0705
B: -1.980 1.453 0.323  -0.8884
C: -3.282 1.356 -0.699  -0.0943
C: -4.377 2.562 -0.519  -0.2103
C: -5.777 2.356 -1.358  -0.1837
C: -6.424 0.850 -1.252  -0.1859
O: -7.924 0.850 -1.232  -0.1333
C: -8.293 -0.600 -1.214  -0.2756
C: -8.822 -1.376 0.166  -0.0306
O: -8.206 -1.367 -2.324  -0.0532
C: -2.349 1.955 1.869  0.0175
C: -3.112 0.737 2.721  -0.2432
O: -4.437 0.685 2.924  -0.0718
N: -2.158 -0.318 3.308  -0.2292
C: -2.045 -0.189 4.811  -0.1224
C: -2.549 -1.709 2.862  -0.1129
O: -1.497 0.027 0.284  -0.0807
C: -0.531 -0.010 -0.864  -0.2154
C: 0.191 -1.436 -1.225  -0.0659
C: -1.047 -2.534 -1.465  -0.1648
O: -0.986 -3.541 -0.388  -0.1219
C: -1.568 -4.788 -0.925  -0.2926
C: -3.069 -5.237 -0.405  -0.0193
O: -0.808 -5.501 -1.785  -0.0422
H: 6.750 1.424 1.631  0.0898
H: 8.405 2.036 2.358  0.0717
H: 7.450 3.130 1.125  0.0740
H: 8.840 2.224 -0.678  0.1188
H: 9.523 0.909 0.505  0.1200
H: 7.770 -1.484 -1.872  0.1185
H: 9.446 -0.466 -1.746  0.1056
H: 10.011 -2.275 -0.215  0.0735
H: 9.128 -1.193 1.063  0.0713
H: 8.161 -2.655 0.281  0.0831
H: 4.369 0.837 -3.443  0.0795
H: 3.733 2.656 -3.196  0.0877
H: 2.024 0.405 -3.158  0.1138
H: 2.818 0.024 -1.459  0.1150
H: 2.085 2.730 -0.826  0.1132
H: 0.928 2.623 -2.310  0.1394
H: 1.168 -1.014 1.637  0.0789
H: 1.286 3.513 1.602  0.0881
H: -3.811 0.319 -0.435  0.1107
H: -2.980 1.266 -1.837  0.1123
H: -3.872 3.546 -0.963  0.1235
H: -4.675 2.807 0.586  0.1043
H: -6.570 3.088 -0.847  0.1148
H: -5.680 2.746 -2.477  0.1146
H: -6.037 0.193 -2.150  0.1376
H: -6.112 0.392 -0.197  0.1404
H: -8.043 -1.294 1.042  0.0903
H: -9.008 -2.522 -0.075  0.0944
H: -9.831 -0.916 0.580  0.0895
H: -1.341 2.151 2.463  0.1052
H: -2.944 2.968 1.900  0.1099
H: -2.824 -0.822 5.414  0.0824
H: -0.938 -0.514 5.092  0.0958
H: -2.095 0.974 5.065  0.1073
H: -3.304 -2.158 3.635  0.0816
H: -2.975 -1.614 1.769  0.0976
H: -1.538 -2.337 2.770  0.1024
H: -0.975 0.317 -1.900  0.1590
H: 0.714 -1.334 -2.289  0.1157
H: 0.920 -1.845 -0.402  0.1224
H: -1.030 -2.996 -2.556  0.1378
H: -2.074 -1.931 -1.403  0.1415
H: -3.816 -4.355 -0.667  0.1025
H: -3.421 -6.265 -0.879  0.1002
H: -3.036 -5.307 0.767  0.0947

Forces on atoms 1 to 2 (eV/Å):
C -0.34 0.53 -0.29
C 0.55 0.71 1.15

Calculated values
- largest force on an atom (eV Å⁻¹) = 8.69
- HOMO-LUMO gap (Ha) = 0.257
- LUMO (eV) = 1.37
- charge = -1
- 2S+1 = 1
- electronic energy (eV) = -80698.7053
- molecular weight (g/mol) = 627.5

=====

Entry 2:
An isolated molecule of C5H7FO in a non-equilibrium geometry. Source: the OMol25 dataset; level of theory: ωB97M-V/def2-TZVPD.

Last column: Löwdin spin population.
CARTESIAN COORDINATES (ANGSTROEM)
C: -1.194 -0.051 -0.553  0.8318
C: -0.924 1.237 -0.604  0.7209
C: 0.463 1.610 -0.469  0.1126
C: 0.413 -0.696 -0.120  0.0375
C: 0.445 -1.558 1.117  0.0172
O: 1.193 0.462 -0.077  -0.0007
F: -1.741 2.247 -1.004  0.1457
H: -2.094 -0.682 -0.500  0.0578
H: 0.802 1.813 -1.427  0.0350
H: 0.585 2.397 0.202  0.0241
H: 0.690 -1.358 -0.882  0.0171
H: 0.481 -0.966 2.117  0.0004
H: 1.329 -2.155 1.078  -0.0001
H: -0.448 -2.300 1.123  0.0008

Forces on atoms 1 to 2 (eV/Å):
C 0.73 -11.23 0.33
C 0.48 9.24 1.39

Calculated values
- largest force on an atom (eV Å⁻¹) = 11.26
- HOMO-LUMO gap (alpha / beta) (Ha) = 0.225 / 0.300
- LUMO (alpha / beta) (eV) = 1.05 / -2.07
- charge = 0
- energy above the lowest of the compared OMol25 structures with the same formula, charge and spin (kJ/mol) = 189.36
- 2S+1 = 3
- expectation value of S² = 2.01
- electronic energy (eV) = -10056.4494
- molecular weight (g/mol) = 102.1

=====

Entry 3:
An isolated molecule of C5H11NO2 in a non-equilibrium geometry. Source: the OMol25 dataset; level of theory: ωB97M-V/def2-TZVPD.

Last column: Löwdin charge in e.
CARTESIAN COORDINATES (ANGSTROEM)
C: 1.507 -0.217 -0.986  -0.0875
C: 0.627 0.097 0.238  -0.4626
C: 0.869 1.531 0.465  -0.1337
C: -0.826 -0.048 0.143  -0.3979
N: -1.436 0.470 1.333  0.0400
C: -1.212 -1.464 -0.069  -0.4959
O: -1.698 -2.177 0.848  0.0648
O: -1.223 -1.928 -1.246  0.2176
H: 1.251 0.627 -1.704  0.0868
H: 1.487 -1.180 -1.560  0.0832
H: 2.594 -0.176 -0.837  0.0818
H: 1.205 -0.427 1.138  0.1854
H: -0.051 2.025 0.981  0.0886
H: 0.924 2.000 -0.559  0.0748
H: 1.877 1.658 1.323  0.1739
H: -1.209 0.642 -0.627  0.1756
H: -1.289 -0.433 1.923  0.1279
H: -2.435 0.363 1.089  0.1016
H: -0.961 -1.362 -1.893  0.0753

Forces on atoms 1 to 2 (eV/Å):
C -0.17 -0.06 -2.25
C 4.50 -1.39 1.41

Calculated values
- largest force on an atom (eV Å⁻¹) = 5.77
- HOMO-LUMO gap (Ha) = 0.393
- LUMO (eV) = 0.52
- charge = 0
- energy above the lowest of the compared OMol25 structures with the same formula, charge and spin (kJ/mol) = 288.29
- 2S+1 = 1
- SMILES string = CC(C)[C@H](N)C(=O)O
- electronic energy (eV) = -10946.2790
- molecular weight (g/mol) = 117.1

=====

Entry 4:
A cluster of 2 separate species, C7H13N2O2S in total in a non-equilibrium geometry. Source: the OMol25 dataset; level of theory: ωB97M-V/def2-TZVPD.

Last column: Löwdin charge in e.
CARTESIAN COORDINATES (ANGSTROEM)
C: 1.102 -1.512 -1.411  -0.0561
C: 2.076 0.033 -0.281  -0.6931
C: 0.959 -1.836 0.026  -0.1062
C: -3.156 1.462 -0.991  0.0090
C: 1.510 -0.573 2.115  -0.0002
C: -1.947 0.564 -0.638  -0.3651
C: -1.066 1.177 0.487  -0.1864
N: 1.879 -0.495 -1.567  0.1193
N: 1.358 -0.598 0.645  -0.1583
O: -1.178 -0.001 -1.738  -0.0345
O: 0.051 1.573 0.286  0.0217
S: 3.003 1.435 -0.092  1.0064
H: 0.745 -2.236 -2.265  0.1871
H: -0.013 -2.252 0.426  0.1706
H: 1.743 -2.521 0.293  0.1465
H: -3.638 0.852 -1.659  0.0552
H: -3.834 1.558 -0.003  0.1520
H: -2.815 2.383 -1.264  0.0536
H: 0.461 -0.681 2.415  0.0951
H: 2.280 -1.480 2.486  0.1836
H: 1.755 0.452 2.394  0.0777
H: -2.162 -0.406 -0.092  0.1568
H: -1.734 1.234 1.326  0.1273
H: -0.814 0.809 -2.080  0.0874
H: 3.435 1.061 1.181  -0.0495

Forces on atoms 1 to 2 (eV/Å):
C 0.14 -1.90 -1.45
C -1.04 -0.24 -0.18

Calculated values
- largest force on an atom (eV Å⁻¹) = 5.75
- HOMO-LUMO gap (Ha) = 0.317
- LUMO (eV) = -4.68
- charge = +1
- energy above the lowest of the compared OMol25 structures with the same formula, charge and spin (kJ/mol) = 294.85
- 2S+1 = 1
- electronic energy (eV) = -25370.6035
- molecular weight (g/mol) = 189.3